a | Entry from the Open Molecules 2025 dataset: 3 unconnected molecules or ions with the total composition C3H13NO2S (wB97M-V/def2-TZVPD).

As for the SMILES: CNCCS.O.O. As for the orbital gap: 9.416 eV. The HOMO energy is -8.84 eV. The LUMO energy is 0.6 eV.

Last column: natural (NBO) charge in e.
Positions of all 20 atoms, in Å:
1 C 1.428 1.149 0.139  -0.438
2 N 0.450 0.243 0.733  -0.641
3 C -0.400 -0.309 -0.287  -0.234
4 C -1.511 -1.195 0.282  -0.519
5 S -2.829 -2.120 -0.647  -0.046
6 H 2.279 1.446 0.808  0.213
7 H 0.923 2.178 0.035  0.197
8 H 1.822 0.922 -0.885  0.187
9 H 0.905 -0.548 1.219  0.348
10 H -0.857 0.498 -0.861  0.208
11 H 0.069 -1.108 -0.865  0.179
12 H -0.952 -1.863 1.020  0.204
13 H -2.246 -0.655 1.043  0.213
14 H -2.820 -3.212 0.162  0.133
15 O -0.189 0.337 -3.735  -0.933
16 H 0.236 -0.097 -4.539  0.469
17 H 0.038 1.282 -3.934  0.467
18 O 1.032 1.404 3.605  -0.929
19 H 0.997 0.924 2.730  0.470
20 H 1.625 0.723 3.977  0.452



b | Entry from the Open Molecules 2025 dataset: 3 unconnected molecules or ions with the total composition C3H13NO2S (wB97M-V/def2-TZVPD).

As for the SMILES: NCCCS.O.O. As for the orbital gap: 9.850 eV. The HOMO energy is -9.16 eV. The LUMO energy is 0.7 eV.

Last column: natural (NBO) charge in e.
Positions of all 20 atoms, in Å:
1 N -0.368 0.155 -2.343  -0.842
2 C 0.736 -0.259 -1.468  -0.240
3 C 0.861 0.672 -0.257  -0.433
4 C 1.769 0.144 0.889  -0.514
5 S 1.539 1.109 2.407  -0.028
6 H -0.665 1.068 -2.034  0.359
7 H -0.134 0.225 -3.323  0.367
8 H 1.630 -0.293 -2.117  0.187
9 H 0.731 -1.343 -1.279  0.168
10 H -0.147 0.853 0.133  0.212
11 H 1.319 1.577 -0.649  0.217
12 H 1.571 -0.899 1.108  0.212
13 H 2.766 0.274 0.461  0.208
14 H 2.461 0.359 3.085  0.127
15 O -3.487 0.952 1.646  -0.940
16 H -3.139 0.128 1.276  0.478
17 H -3.751 0.622 2.515  0.462
18 O -1.555 -1.660 0.254  -0.938
19 H -0.902 -1.149 -0.233  0.470
20 H -1.235 -2.536 -0.069  0.466



Best to worst by energy: b, a.



a | Entry from the Open Molecules 2025 dataset: 10 unconnected molecules or ions with the total composition H20O10 (wB97M-V/def2-TZVPD).

As for the SMILES: O.O.O.O.O.O.O.O.O.O. As for the orbital gap: 9.633 eV. The HOMO energy is -10.05 eV. The LUMO energy is -0.4 eV.

Last column: natural (NBO) charge in e.
Positions of all 30 atoms, in Å:
1 O 1.675 -1.975 0.004  -0.948
2 H 1.035 -2.274 0.659  0.505
3 H 1.280 -2.262 -0.789  0.481
4 O -2.223 1.735 -2.975  -0.956
5 H -1.415 1.370 -3.370  0.449
6 H -1.738 1.935 -2.170  0.480
7 O -1.386 2.618 -0.679  -0.955
8 H -2.061 2.671 -0.005  0.488
9 H -0.573 2.385 -0.178  0.501
10 O 0.369 0.476 0.231  -1.030
11 H 0.694 -0.465 0.056  0.503
12 H -0.535 0.446 -0.191  0.500
13 O 2.554 1.527 -0.702  -0.999
14 H 3.142 0.763 -0.623  0.481
15 H 1.779 1.226 -0.250  0.464
16 O 4.090 -0.705 -0.289  -0.958
17 H 3.462 -1.340 0.049  0.495
18 H 4.619 -0.402 0.465  0.481
19 O -1.535 -0.875 -0.802  -0.977
20 H -1.875 -1.754 -0.740  0.503
21 H -1.569 -0.578 -1.702  0.506
22 O 1.840 0.629 2.873  -0.942
23 H 1.084 0.376 3.338  0.458
24 H 1.605 0.757 1.981  0.482
25 O -3.897 -0.025 0.248  -0.965
26 H -3.062 -0.036 -0.265  0.476
27 H -4.446 0.571 -0.206  0.468
28 O -0.856 -2.580 1.843  -0.951
29 H -1.368 -1.925 1.446  0.472
30 H -0.686 -2.291 2.746  0.486



b | Entry from the Open Molecules 2025 dataset: 10 unconnected molecules or ions with the total composition H20O10 (wB97M-V/def2-TZVPD).

As for the SMILES: O.O.O.O.O.O.O.O.O.O. As for the orbital gap: 10.317 eV. The HOMO energy is -10.41 eV. The LUMO energy is -0.1 eV.

Last column: natural (NBO) charge in e.
Positions of all 30 atoms, in Å:
1 O 1.671 -1.616 1.016  -1.014
2 H 1.102 -2.180 0.492  0.481
3 H 2.429 -1.452 0.455  0.506
4 O -1.303 -0.981 -2.351  -0.982
5 H -1.259 -0.391 -3.104  0.474
6 H -0.829 -0.521 -1.658  0.490
7 O -0.360 -1.117 2.622  -0.974
8 H 0.393 -1.620 2.310  0.502
9 H -1.104 -1.709 2.515  0.474
10 O -0.087 0.269 -0.239  -1.004
11 H -0.313 0.808 0.518  0.508
12 H 0.194 -0.566 0.136  0.501
13 O 3.271 -0.811 -0.931  -0.946
14 H 2.694 -0.202 -1.392  0.480
15 H 3.997 -0.959 -1.538  0.485
16 O 0.903 2.200 -2.460  -0.961
17 H 1.727 1.889 -2.835  0.471
18 H 0.773 1.660 -1.681  0.489
19 O -1.529 3.171 -1.178  -0.947
20 H -0.713 3.043 -1.662  0.481
21 H -1.418 2.656 -0.379  0.463
22 O 0.227 -3.171 -0.524  -0.959
23 H -0.175 -2.944 -1.363  0.508
24 H 0.703 -3.983 -0.699  0.486
25 O -0.284 1.586 3.177  -0.981
26 H -1.184 1.713 2.878  0.472
27 H -0.143 0.641 3.123  0.492
28 O -2.751 1.441 1.537  -0.956
29 H -3.138 2.306 1.675  0.480
30 H -3.496 0.841 1.540  0.483



Best to worst by energy: b, a.



a | Entry from the Open Molecules 2025 dataset: 10 unconnected molecules or ions with the total composition H20O10 (wB97M-V/def2-TZVPD).

As for the SMILES: O.O.O.O.O.O.O.O.O.O. As for the orbital gap: 8.278 eV. The HOMO energy is -8.28 eV. The LUMO energy is 0.0 eV.

Last column: natural (NBO) charge in e.
Positions of all 30 atoms, in Å:
1 O 0.044 0.214 -1.209  -0.955
2 H -0.549 0.105 -0.435  0.458
3 H 0.386 -0.620 -1.499  0.483
4 O 3.626 -0.759 -0.339  -0.903
5 H 4.109 -0.845 0.506  0.415
6 H 2.897 -1.450 -0.094  0.481
7 O -1.914 -4.159 -3.393  -0.932
8 H -1.395 -5.046 -3.359  0.466
9 H -1.286 -3.604 -3.830  0.466
10 O -3.638 -0.280 -1.522  -0.918
11 H -4.190 -0.638 -0.923  0.452
12 H -4.068 -0.548 -2.339  0.466
13 O 2.028 -0.148 -1.283  -0.934
14 H 2.288 0.396 -0.546  0.492
15 H 1.912 0.470 -1.981  0.463
16 O 2.505 -0.467 2.379  -0.947
17 H 3.468 -0.614 2.252  0.466
18 H 2.156 -1.259 2.795  0.480
19 O -0.035 0.112 4.592  -0.947
20 H 0.269 0.490 3.708  0.474
21 H 0.083 0.750 5.280  0.474
22 O -2.964 -0.298 3.198  -0.921
23 H -2.524 0.209 2.520  0.456
24 H -3.789 0.190 3.337  0.466
25 O -0.534 2.491 0.646  -0.918
26 H -1.383 2.780 0.582  0.463
27 H -0.549 1.763 1.342  0.457
28 O 0.863 3.408 -3.295  -0.927
29 H 1.711 2.884 -3.084  0.460
30 H 0.626 3.673 -2.425  0.467



b | Entry from the Open Molecules 2025 dataset: 10 unconnected molecules or ions with the total composition H20O10 (wB97M-V/def2-TZVPD).

As for the SMILES: O.O.O.O.O.O.O.O.O.O. As for the orbital gap: 8.840 eV. The HOMO energy is -9.73 eV. The LUMO energy is -0.9 eV.

Last column: natural (NBO) charge in e.
Positions of all 30 atoms, in Å:
1 O 12.126 -1.685 15.876  -0.958
2 H 12.946 -2.152 15.673  0.488
3 H 11.519 -1.932 15.165  0.490
4 O 13.903 4.138 16.618  -0.941
5 H 14.024 3.439 15.961  0.475
6 H 13.978 4.955 16.117  0.463
7 O 16.537 -0.420 17.197  -0.948
8 H 17.337 -0.124 16.750  0.468
9 H 15.953 -0.718 16.484  0.475
10 O 13.077 0.619 16.961  -0.974
11 H 12.544 -0.135 16.625  0.490
12 H 13.801 0.707 16.334  0.466
13 O 14.872 2.443 14.428  -0.951
14 H 15.245 2.207 13.572  0.474
15 H 15.434 1.994 15.076  0.483
16 O 15.278 -0.571 14.650  -0.969
17 H 15.040 -0.129 13.827  0.490
18 H 15.547 -1.460 14.379  0.483
19 O 14.147 -0.828 19.806  -0.940
20 H 14.250 -0.970 18.859  0.472
21 H 15.033 -0.932 20.168  0.467
22 O 9.390 0.538 16.332  -0.934
23 H 9.956 -0.196 16.601  0.465
24 H 9.949 1.087 15.771  0.467
25 O 11.140 1.530 19.070  -0.959
26 H 11.849 1.491 18.414  0.487
27 H 11.399 0.890 19.742  0.469
28 O 10.065 -2.092 18.225  -0.935
29 H 10.671 -2.333 17.512  0.468
30 H 9.190 -2.104 17.817  0.468



Best to worst by energy: b, a.



a | Entry from the Open Molecules 2025 dataset: 10 unconnected molecules or ions with the total composition H20O10 (wB97M-V/def2-TZVPD).

As for the SMILES: O.O.O.O.O.O.O.O.O.O. As for the orbital gap: 10.620 eV. The HOMO energy is -10.61 eV. The LUMO energy is 0.0 eV.

Last column: natural (NBO) charge in e.
Positions of all 30 atoms, in Å:
1 O -1.108 -2.465 -2.116  -0.994
2 H -1.415 -2.085 -1.289  0.501
3 H -1.238 -3.406 -2.207  0.491
4 O 0.977 1.478 3.271  -0.949
5 H 0.659 0.628 3.581  0.476
6 H 1.751 1.668 3.798  0.472
7 O 1.253 2.568 -0.675  -0.967
8 H 1.336 1.718 -1.119  0.483
9 H 2.099 2.746 -0.257  0.484
10 O 1.770 -1.713 1.615  -0.960
11 H 2.716 -1.856 1.684  0.486
12 H 1.559 -1.607 0.684  0.483
13 O -1.407 3.160 -1.933  -0.938
14 H -0.755 3.871 -1.797  0.472
15 H -0.676 2.531 -1.788  0.465
16 O -0.309 0.220 -3.336  -0.972
17 H -0.894 0.990 -3.391  0.492
18 H -0.977 -0.453 -3.122  0.502
19 O -0.701 -1.435 2.984  -0.999
20 H -0.999 -0.526 3.053  0.488
21 H 0.244 -1.563 2.851  0.505
22 O -0.666 0.954 1.465  -0.972
23 H -0.360 1.843 1.671  0.498
24 H -1.484 1.071 0.968  0.475
25 O 1.671 -1.324 -2.688  -0.957
26 H 1.208 -1.399 -1.855  0.444
27 H 1.076 -0.659 -3.096  0.488
28 O -1.980 -1.771 0.689  -0.968
29 H -1.035 -1.799 0.855  0.481
30 H -2.316 -1.387 1.499  0.489



b | Entry from the Open Molecules 2025 dataset: 10 unconnected molecules or ions with the total composition H20O10 (wB97M-V/def2-TZVPD).

As for the SMILES: O.O.O.O.O.O.O.O.O.O. As for the orbital gap: 9.577 eV. The HOMO energy is -9.97 eV. The LUMO energy is -0.4 eV.

Last column: natural (NBO) charge in e.
Positions of all 30 atoms, in Å:
1 O -15.511 3.351 14.947  -0.950
2 H -15.479 4.072 14.311  0.483
3 H -14.647 2.928 14.883  0.475
4 O -13.370 -2.711 17.335  -0.973
5 H -13.399 -2.728 18.298  0.483
6 H -12.435 -2.656 17.088  0.490
7 O -16.897 -0.036 15.005  -0.983
8 H -17.808 -0.070 15.305  0.478
9 H -16.491 0.658 15.559  0.501
10 O -12.439 0.396 20.355  -0.957
11 H -11.958 0.268 19.525  0.491
12 H -11.868 0.009 21.023  0.459
13 O -16.190 1.698 17.152  -0.982
14 H -15.408 1.149 17.340  0.501
15 H -15.856 2.406 16.582  0.483
16 O -13.805 0.271 16.929  -0.987
17 H -13.591 -0.559 17.374  0.491
18 H -13.187 0.330 16.189  0.492
19 O -15.074 -2.182 14.798  -0.996
20 H -14.614 -2.220 15.644  0.474
21 H -15.684 -1.422 14.867  0.500
22 O -10.442 -0.091 18.275  -0.977
23 H -9.499 -0.225 18.399  0.475
24 H -10.658 -0.533 17.438  0.495
25 O -10.964 -1.787 16.079  -0.984
26 H -11.444 -1.536 15.274  0.512
27 H -10.429 -2.549 15.834  0.493
28 O -12.049 0.517 14.592  -0.965
29 H -12.146 0.597 13.637  0.494
30 H -11.137 0.773 14.775  0.484



Best to worst by energy: b, a.